(1)
{"formula": "C18H24N2O2", "method": "the ωB97M-V functional and the def2-TZVPD basis", "total_energy_ha": -960.3435, "smiles": "O=C(NCCc1ccccc1)[C@H]1CC(=O)N(C2CCCC2)C1", "homo_lumo_gap_ev": 9.653, "homo_ev": -9.02, "spin_multiplicity": 1, "lumo_energy_ev": 0.64, "e_above_lowest_kcal_mol": 15.03, "species": ["O", "C", "N", "C", "C", "C", "C", "C", "C", "C", "C", "C", "C", "C", "O", "N", "C", "C", "C", "C", "C", "C", "H", "H", "H", "H", "H", "H", "H", "H", "H", "H", "H", "H", "H", "H", "H", "H", "H", "H", "H", "H", "H", "H", "H", "H"], "coordinates": [[0.1772, -0.5955, -1.6725], [0.1918, -1.4532, -0.8181], [1.3236, -1.8947, -0.2281], [2.6123, -1.2830, -0.4540], [3.0711, -0.4544, 0.7553], [4.3920, 0.1968, 0.4605], [5.5837, -0.4276, 0.8038], [6.7996, 0.1587, 0.4991], [6.8372, 1.3769, -0.1568], [5.6538, 2.0049, -0.5066], [4.4396, 1.4171, -0.2014], [-1.0678, -2.1726, -0.3178], [-1.3588, -1.8131, 1.1419], [-2.3835, -0.6815, 1.0577], [-2.6853, 0.0547, 1.9712], [-2.8910, -0.6805, -0.1882], [-3.8752, 0.2609, -0.6837], [-3.3329, 1.7040, -0.7214], [-4.5170, 2.5736, -0.3119], [-5.1863, 1.7305, 0.7684], [-5.1504, 0.3170, 0.1875], [-2.3046, -1.6654, -1.0680], [1.2616, -2.5814, 0.5072], [3.3507, -2.0603, -0.6744], [2.5045, -0.6370, -1.3277], [3.1596, -1.1068, 1.6276], [2.3155, 0.3053, 0.9643], [5.5603, -1.3778, 1.3191], [7.7194, -0.3361, 0.7750], [7.7857, 1.8359, -0.3935], [5.6773, 2.9561, -1.0179], [3.5175, 1.9091, -0.4750], [-0.9229, -3.2464, -0.4584], [-0.4852, -1.4803, 1.7016], [-1.8134, -2.6456, 1.6831], [-4.1291, -0.0758, -1.6923], [-2.9252, 1.9620, -1.6973], [-2.5411, 1.7977, 0.0211], [-4.2063, 3.5524, 0.0493], [-5.1952, 2.7131, -1.1565], [-6.1985, 2.0590, 0.9998], [-4.5846, 1.7593, 1.6761], [-5.1237, -0.4393, 0.9693], [-6.0285, 0.1378, -0.4345], [-2.0089, -1.2010, -2.0139], [-3.0190, -2.4735, -1.2694]], "nbo_charge": [-0.623, 0.686, -0.615, -0.219, -0.446, 0.077, -0.253, -0.192, -0.223, -0.200, -0.244, -0.316, -0.497, 0.685, -0.636, -0.425, -0.034, -0.413, -0.398, -0.406, -0.411, -0.200, 0.391, 0.195, 0.237, 0.202, 0.219, 0.206, 0.211, 0.213, 0.214, 0.214, 0.228, 0.232, 0.232, 0.206, 0.212, 0.221, 0.213, 0.189, 0.204, 0.225, 0.223, 0.201, 0.232, 0.186]}



(2)
{"formula": "C18H24N2O2S", "method": "the ωB97M-V functional and the def2-TZVPD basis", "total_energy_ha": -1358.4673, "smiles": "CCCOc1ccc(C(=O)NC[C@@H](c2cccs2)N(C)C)cc1", "homo_lumo_gap_ev": 9.015, "homo_ev": -8.35, "spin_multiplicity": 1, "lumo_energy_ev": 0.67, "e_above_lowest_kcal_mol": 49.85, "species": ["C", "C", "C", "O", "C", "C", "C", "C", "C", "O", "N", "C", "C", "C", "C", "C", "C", "S", "N", "C", "C", "C", "C", "H", "H", "H", "H", "H", "H", "H", "H", "H", "H", "H", "H", "H", "H", "H", "H", "H", "H", "H", "H", "H", "H", "H", "H"], "coordinates": [[5.9271, 0.5617, -1.3661], [6.4729, -0.5683, -0.5016], [5.6487, -0.8254, 0.7640], [4.3974, -1.4202, 0.4768], [3.2729, -0.6832, 0.3067], [2.1460, -1.4167, -0.0815], [0.9317, -0.8003, -0.2828], [0.8000, 0.5746, -0.0920], [-0.4832, 1.3084, -0.2589], [-0.7483, 2.3117, 0.3800], [-1.3219, 0.8001, -1.1944], [-2.6439, 1.3171, -1.4294], [-3.7991, 0.4844, -0.7927], [-3.3299, -0.8312, -0.2342], [-2.4461, -1.1024, 0.7666], [-2.3013, -2.4857, 1.0239], [-3.0772, -3.2533, 0.2196], [-4.0059, -2.3020, -0.8702], [-4.5491, 1.3047, 0.1502], [-5.8535, 0.7539, 0.4499], [-3.8552, 1.6811, 1.3652], [1.9133, 1.2958, 0.3245], [3.1385, 0.6877, 0.5129], [4.9096, 0.3482, -1.6854], [6.5444, 0.6822, -2.2532], [5.9296, 1.5028, -0.8202], [7.4943, -0.3354, -0.1944], [6.4958, -1.4921, -1.0828], [6.1686, -1.5638, 1.3837], [5.5362, 0.0919, 1.3489], [2.2562, -2.4816, -0.2144], [0.0794, -1.4071, -0.5540], [-1.0632, -0.0463, -1.6741], [-2.8022, 1.3739, -2.5090], [-2.6771, 2.3270, -1.0178], [-4.5088, 0.2518, -1.5962], [-1.8995, -0.3505, 1.3056], [-1.6429, -2.8827, 1.7761], [-3.1684, -4.3209, 0.1948], [-5.8069, -0.1789, 1.0327], [-6.3906, 0.5585, -0.4777], [-6.4139, 1.4888, 1.0263], [-3.8059, 0.8626, 2.0978], [-2.8468, 2.0185, 1.1405], [-4.3987, 2.5103, 1.8190], [1.8020, 2.3559, 0.4957], [3.9748, 1.2941, 0.8216]], "nbo_charge": [-0.611, -0.418, -0.060, -0.497, 0.321, -0.267, -0.169, -0.190, 0.673, -0.641, -0.608, -0.234, -0.083, -0.213, -0.274, -0.259, -0.420, 0.431, -0.430, -0.410, -0.439, -0.144, -0.270, 0.213, 0.214, 0.199, 0.204, 0.208, 0.194, 0.171, 0.225, 0.216, 0.399, 0.204, 0.249, 0.205, 0.235, 0.227, 0.236, 0.169, 0.195, 0.202, 0.167, 0.234, 0.201, 0.234, 0.211]}